{"formula": "H20O10", "method": "ωB97M-V/def2-TZVPD", "elements": ["O", "O", "O", "O", "H", "H", "O", "H", "O", "H", "H", "H", "H", "H", "H", "O", "H", "H", "O", "H", "O", "H", "H", "H", "H", "H", "H", "O", "H", "H"], "xyz": [[-0.2135, -1.2747, -3.0052], [-0.8248, 2.1641, -2.7285], [2.1164, 0.3237, 3.1225], [1.0994, -2.2009, -1.5770], [-2.2012, 0.4324, 1.5557], [2.4258, -0.1504, 2.2626], [5.3333, -2.2733, -0.4093], [-1.5680, -2.7667, 4.4255], [-3.6282, 2.8689, -1.3162], [0.5492, -2.5073, -0.8065], [1.4737, -0.2091, 3.5473], [-3.2908, 2.0090, -1.2070], [-3.0295, -0.5175, 0.6694], [-1.4692, 2.8198, -2.6209], [-2.4380, -3.4132, 3.3554], [0.5504, -0.1066, 0.6587], [-0.0900, 4.1772, 1.6331], [-0.3239, -0.2228, 1.0041], [0.0253, 3.3193, 1.1110], [1.3535, -2.9755, -2.1036], [-2.3731, 0.1289, 0.6374], [-0.8668, -1.1471, -3.6694], [0.0466, -0.3013, -2.8526], [-3.0937, 3.3272, -2.0619], [5.7462, -2.6458, -1.2265], [5.0010, -1.5114, -0.7642], [0.8604, -1.0989, 0.5510], [-1.9129, -2.7045, 3.5387], [0.5734, 2.8251, 1.7012], [-1.0368, 1.9169, -3.6496]], "atomic_forces_ev_per_a": [[-0.07, 3.17, -0.63], [0.91, -1.63, -1.54], [2.19, -0.01, -2.47], [1.02, -1.37, 2.71], [-0.53, -0.26, -0.88], [-1.30, 1.22, 2.42], [1.98, -3.43, -0.21], [-0.06, -0.29, 0.29], [0.32, 3.20, -2.15], [0.83, 0.06, -1.56], [-0.88, -1.01, 0.25], [1.06, -1.74, 0.17], [-1.66, -1.67, 0.35], [-1.14, 1.69, 0.91], [-2.14, -3.10, -0.46], [1.99, -3.27, -0.50], [0.10, -1.67, -1.25], [-1.03, 0.05, 0.04], [-0.82, 2.50, 0.81], [-0.35, 0.24, 0.48], [1.98, 2.02, 0.64], [-1.22, 0.01, -1.19], [-0.30, -2.24, 0.20], [-1.61, -1.40, 2.16], [-0.30, -0.02, 1.21], [-1.71, 3.45, -0.99], [-0.76, 3.19, 0.14], [2.21, 3.41, 0.15], [0.74, -0.92, 0.45], [0.53, -0.19, 0.45]], "nbo_charge": [-0.93, -0.90, -0.95, -0.92, 0.48, 0.49, -0.92, 0.48, -0.93, 0.46, 0.46, 0.48, 0.47, 0.45, 0.47, -0.93, 0.46, 0.47, -0.93, 0.47, -0.94, 0.44, 0.48, 0.45, 0.46, 0.46, 0.45, -0.94, 0.47, 0.46], "de_lowest_kj_mol": 540.3, "e_tot_ev": -20797.0129, "max_force_ev_per_a": 4.068}